No. 1
C6H11F6N3O12P2PdS2 | wB97M-V/def2-TZVPD

Output
frontier orbital gap (spin up / spin down): 10.63 / 7.54 eV
molar mass: 663.7 g/mol
multiplicity: 3
relative energy (zero: lowest compared OMol25 entry of this formula, charge and spin): 3.026 eV
HOMO energy (spin up / spin down): -10.57 / -10.58 eV

Last column: Löwdin charge in e.
Element x y z (Å)
Pd1 0.84 -0.37 -0.50  1.13
N1 -2.79 -1.35 -1.73  0.02
C1 -2.82 -1.24 -0.25  -0.55
C2 -4.09 -1.84 0.37  -0.08
P1 -2.93 0.56 0.04  0.50
O1 -2.83 0.89 1.56  -0.08
O2 -4.10 1.07 -0.67  -0.22
O3 -1.49 1.23 -0.43  -0.22
P2 -1.34 -2.16 0.42  0.35
O4 -0.71 -1.12 1.50  -0.21
O5 -1.75 -3.42 1.05  -0.26
O6 -0.26 -2.16 -0.69  -0.40
H1 -3.65 -0.94 -2.10  0.11
H2 -2.76 -2.33 -2.01  0.11
H3 -1.37 -0.61 -2.16  0.05
H4 -4.97 -1.45 -0.15  0.08
H5 -4.18 -1.58 1.42  0.09
H6 -4.06 -2.93 0.30  0.08
H7 -1.96 0.84 2.00  0.04
H8 -0.80 -1.43 2.41  0.10
O7 -0.64 0.11 -2.22  -0.11
O8 -1.36 1.26 -1.85  -0.08
C3 4.00 -1.35 -3.83  -0.02
C4 2.88 -1.37 -2.90  -0.18
N2 2.00 -1.38 -2.17  0.14
H9 4.54 -2.29 -3.77  0.09
H10 4.66 -0.53 -3.57  0.10
H11 3.63 -1.21 -4.85  0.09
F1 2.67 -0.70 1.80  0.12
C5 3.53 0.11 1.17  -0.68
F2 4.10 -0.60 0.19  0.13
F3 4.46 0.52 1.99  0.18
S1 2.63 1.58 0.39  0.62
O9 2.50 1.19 -1.02  -0.35
O10 3.40 2.72 0.73  -0.23
N3 1.09 1.54 0.91  -0.35
S2 0.83 1.85 2.49  0.65
O11 -0.43 1.25 2.85  -0.28
O12 1.98 1.66 3.31  -0.24
C6 0.46 3.68 2.48  -0.68
F4 1.33 4.35 1.74  0.16
F5 0.53 4.10 3.74  0.16
F6 -0.76 3.87 2.01  0.16

No. 2
C25H21Cl2CrN5O3S2 | wB97M-V/def2-TZVPD

Output
frontier orbital gap (spin up / spin down): 6.65 / 7.17 eV
net charge: +1
molar mass: 626.5 g/mol
multiplicity: 2
HOMO energy (spin up / spin down): -10.83 / -10.95 eV

Last column: Löwdin charge in e.
Element x y z (Å)
Cr1 -0.18 0.17 -0.23  0.88
Cl1 2.99 -2.72 2.16  0.78
C1 2.43 -2.95 0.54  -0.56
C2 2.81 -4.08 -0.18  -0.10
C3 2.36 -4.30 -1.46  -0.60
Cl2 2.85 -5.72 -2.31  0.74
C4 1.45 -3.40 -2.08  -0.16
C5 0.87 -3.53 -3.35  0.02
C6 -0.05 -2.59 -3.76  0.00
C7 -0.40 -1.52 -2.92  -0.08
N1 0.16 -1.35 -1.73  0.05
C8 1.08 -2.26 -1.33  -0.14
C9 1.59 -2.00 -0.03  -0.37
O1 1.15 -0.90 0.51  -0.28
H1 3.46 -4.81 0.29  0.11
H2 1.13 -4.36 -3.97  0.11
H3 -0.52 -2.66 -4.72  0.12
H4 -1.11 -0.78 -3.25  0.10
C10 5.37 -0.24 -4.95  -0.04
C11 3.97 0.08 -4.53  -0.26
C12 2.94 0.08 -5.48  -0.02
C13 1.66 0.47 -5.14  -0.04
C14 1.39 0.84 -3.83  -0.30
C15 2.38 0.81 -2.86  -0.06
C16 3.66 0.41 -3.21  -0.01
S1 -0.14 1.67 -3.46  0.66
O2 0.10 3.07 -3.57  -0.26
O3 -1.22 1.11 -4.23  -0.29
N2 -0.48 1.32 -1.84  -0.18
C17 -1.43 2.08 -1.26  -0.39
C18 -2.15 3.18 -1.75  0.02
C19 -3.04 3.79 -0.90  -0.02
C20 -3.21 3.31 0.40  -0.04
C21 -2.50 2.20 0.80  -0.14
N3 -1.63 1.59 -0.01  -0.05
H5 5.58 0.25 -5.89  0.09
H6 5.50 -1.31 -5.10  0.09
H7 6.09 0.10 -4.21  0.08
H8 3.17 -0.20 -6.49  0.12
H9 0.88 0.53 -5.88  0.12
H10 2.15 1.14 -1.86  0.11
H11 4.45 0.42 -2.47  0.12
H12 -1.98 3.51 -2.76  0.11
H13 -3.60 4.65 -1.23  0.12
H14 -3.88 3.79 1.09  0.11
H15 -2.61 1.78 1.79  0.07
C22 -3.49 -1.25 2.49  -0.02
N4 -2.31 -2.05 2.64  -0.12
C23 -2.25 -3.39 2.90  -0.03
C24 -0.94 -3.74 2.94  -0.04
N5 -0.21 -2.61 2.70  0.10
C25 -1.05 -1.57 2.51  -0.68
S2 -0.66 0.07 2.30  0.80
H16 -4.37 -1.86 2.71  0.10
H17 -3.56 -0.88 1.46  0.10
H18 -3.46 -0.40 3.17  0.09
H19 -3.13 -3.98 3.06  0.13
H20 -0.49 -4.70 3.10  0.13
H21 0.81 -2.55 2.68  0.06

No. 3
C36H23F9N7O5Sn | wB97M-V/def2-TZVPD

Output
frontier orbital gap: 6.92 eV
net charge: -1
molar mass: 923.3 g/mol
relative energy (zero: lowest compared OMol25 entry of this formula, charge and spin): 0.419 eV
HOMO energy: -5.12 eV

Last column: Löwdin charge in e.
Element x y z (Å)
Sn1 -0.39 -0.35 1.01  1.53
C1 -1.75 -0.88 5.32  -0.07
C2 -2.44 0.30 5.57  -0.07
C3 -2.06 1.44 4.90  -0.02
C4 -1.02 1.38 3.96  -0.35
N1 -0.40 0.23 3.69  0.05
C5 -0.76 -0.86 4.37  -0.15
N2 -0.64 2.60 3.41  0.15
C6 0.13 2.74 2.38  -0.34
N3 0.71 1.82 1.56  0.01
C7 1.47 2.49 0.63  -0.31
N4 2.28 2.09 -0.29  0.16
C8 2.79 0.82 -0.44  -0.35
C9 3.81 0.68 -1.39  -0.02
C10 4.43 -0.54 -1.56  -0.08
C11 4.02 -1.61 -0.78  -0.08
C12 2.97 -1.41 0.10  -0.15
N5 2.36 -0.24 0.26  0.07
C13 1.27 3.95 0.81  -0.11
C14 1.75 5.04 0.11  -0.02
C15 1.40 6.30 0.56  -0.09
C16 0.60 6.46 1.69  -0.09
C17 0.12 5.36 2.39  -0.02
C18 0.47 4.11 1.92  -0.11
H1 -2.00 -1.81 5.82  0.10
H2 -3.25 0.33 6.28  0.10
H3 -2.54 2.39 5.08  0.10
H4 -0.22 -1.76 4.11  0.10
H5 4.09 1.55 -1.96  0.10
H6 5.21 -0.66 -2.29  0.10
H7 4.47 -2.59 -0.87  0.11
H8 2.56 -2.23 0.68  0.10
H9 2.38 4.89 -0.76  0.11
H10 1.75 7.18 0.04  0.09
H11 0.34 7.46 2.03  0.09
H12 -0.50 5.46 3.27  0.11
O1 3.35 -2.70 -6.38  0.10
C19 3.34 -2.93 -5.04  -0.48
O2 4.06 -3.76 -4.58  0.12
C20 2.39 -2.10 -4.25  -0.15
C21 2.01 -0.82 -4.65  -0.04
C22 1.15 -0.07 -3.88  -0.02
C23 0.65 -0.60 -2.69  -0.26
C24 1.05 -1.86 -2.26  0.00
C25 1.91 -2.60 -3.04  0.00
N6 -0.19 0.17 -1.86  0.09
C26 -1.24 0.68 -2.36  -0.06
C27 -2.13 1.57 -1.60  -0.27
C28 -3.25 2.09 -2.22  -0.02
C29 -4.09 2.92 -1.49  -0.06
C30 -3.76 3.19 -0.17  -0.04
C31 -2.61 2.62 0.36  -0.11
N7 -1.80 1.84 -0.34  0.10
H13 2.63 -2.09 -6.61  0.09
H14 2.42 -0.38 -5.55  0.11
H15 0.89 0.94 -4.16  0.11
H16 0.68 -2.25 -1.32  0.08
H17 2.23 -3.58 -2.72  0.12
H18 -1.54 0.48 -3.40  0.14
H19 -3.48 1.83 -3.25  0.11
H20 -4.98 3.34 -1.93  0.11
H21 -4.38 3.82 0.45  0.10
H22 -2.33 2.80 1.39  0.11
F1 -2.53 -3.72 2.04  0.17
C32 -1.36 -4.35 1.94  -0.55
F2 -0.63 -4.00 3.01  0.15
F3 -1.61 -5.67 2.08  0.15
C33 -0.62 -4.00 0.62  -0.37
O3 -0.05 -2.80 0.66  -0.30
C34 0.48 -5.09 0.38  -0.55
F4 -0.01 -6.27 -0.04  0.15
F5 1.17 -5.33 1.51  0.16
F6 1.36 -4.69 -0.53  0.15
C35 -1.65 -4.09 -0.55  -0.55
F7 -2.50 -5.12 -0.45  0.15
F8 -2.37 -2.98 -0.64  0.17
F9 -1.02 -4.23 -1.73  0.15
O4 -4.14 -0.12 -0.18  -0.03
C36 -3.78 -0.58 0.90  -0.56
O5 -2.64 -0.48 1.45  -0.30
H23 -4.51 -1.18 1.49  0.12

No. 4
C5H9NO | wB97M-V/def2-TZVPD

Output
frontier orbital gap: 8.77 eV
molar mass: 99.1 g/mol
relative energy (zero: lowest compared OMol25 entry of this formula, charge and spin): 2.507 eV
HOMO energy: -7.80 eV

Last column: Löwdin charge in e.
Element x y z (Å)
O1 2.96 1.24 1.30  0.05
C1 2.34 0.82 0.36  -0.28
C2 1.24 -0.22 0.56  -0.15
C3 0.33 -0.20 -0.70  -0.24
C4 -1.01 -0.94 -0.48  -0.13
C5 -2.11 -0.15 -0.25  -0.23
N1 -3.38 -0.52 -0.59  0.03
H1 2.49 1.11 -0.69  0.12
H2 0.64 0.17 1.38  0.12
H3 1.73 -1.18 0.66  0.12
H4 0.82 -0.65 -1.57  0.10
H5 0.09 0.81 -1.02  0.10
H6 -0.97 -2.00 -0.32  0.09
H7 -1.90 0.84 0.15  0.11
H8 -3.98 0.27 -0.77  0.08
H9 -3.53 -1.20 -1.32  0.09

No. 5
CH3Br2OP | wB97M-V/def2-TZVPD

Output
frontier orbital gap: 8.58 eV
molar mass: 221.8 g/mol
relative energy (zero: lowest compared OMol25 entry of this formula, charge and spin): 3.366 eV
HOMO energy: -8.70 eV

Last column: Löwdin charge in e.
Element x y z (Å)
C1 0.78 0.06 -0.19  -0.32
O1 1.76 -0.55 0.71  -0.15
P1 -1.42 -0.31 -1.07  0.07
Br1 -1.84 1.67 -0.22  0.18
Br2 -2.64 -1.79 0.13  0.07
H1 1.11 0.03 -1.19  0.00
H2 0.60 1.14 0.12  0.00
H3 1.64 -0.25 1.72  0.16

No. 6
C37H40NiO2P2 | wB97M-V/def2-TZVPD

Output
frontier orbital gap (spin up / spin down): 5.94 / 7.46 eV
molar mass: 637.4 g/mol
multiplicity: 3
relative energy (zero: lowest compared OMol25 entry of this formula, charge and spin): 0.000 eV
HOMO energy (spin up / spin down): -5.94 / -7.42 eV

Last column: Löwdin charge in e.
Element x y z (Å)
Ni1 -0.29 -0.14 1.72  0.17
C1 -1.76 0.96 -3.29  -0.10
C2 -1.83 -0.37 -3.11  -0.15
C3 -1.09 -1.36 -3.98  -0.19
C4 0.36 -1.02 -4.41  -0.18
C5 1.16 -0.22 -3.43  -0.12
C6 1.22 1.11 -3.47  -0.11
C7 0.37 1.98 -4.33  -0.18
C8 -1.12 1.58 -4.50  -0.19
C9 1.70 0.44 2.93  -0.18
H1 -2.22 1.67 -2.61  0.10
H2 -2.52 -0.81 -2.39  0.09
H3 -1.69 -1.55 -4.89  0.12
H4 -1.05 -2.32 -3.44  0.10
H5 0.87 -1.99 -4.54  0.11
H6 0.35 -0.52 -5.39  0.11
H7 1.77 -0.82 -2.76  0.09
H8 2.05 1.66 -3.01  0.06
H9 0.81 2.08 -5.33  0.12
H10 0.37 2.99 -3.89  0.11
H11 -1.68 2.50 -4.73  0.11
H12 -1.22 0.90 -5.36  0.10
H13 0.77 1.03 3.14  0.07
H14 2.55 1.00 3.34  0.07
H15 1.67 -0.55 3.41  0.08
P1 -1.83 -0.57 0.28  0.99
P2 2.06 0.26 1.13  0.95
C10 -0.24 -0.73 -0.58  -0.34
C11 1.08 -0.61 -0.12  -0.33
C12 -2.72 -2.10 0.63  -0.34
C13 -2.76 -3.15 -0.30  -0.09
C14 -3.39 -4.35 0.03  -0.09
C15 -3.95 -4.53 1.30  -0.09
C16 -3.87 -3.51 2.26  -0.07
C17 -3.25 -2.31 1.93  -0.08
C18 -2.90 0.85 0.05  -0.35
C19 -2.32 2.14 0.09  -0.11
C20 -3.13 3.28 0.14  -0.09
C21 -4.52 3.16 0.11  -0.09
C22 -5.11 1.89 0.06  -0.09
C23 -4.31 0.74 0.03  -0.08
C24 3.53 -0.84 1.22  -0.30
C25 3.32 -2.18 1.57  -0.08
C26 4.41 -3.03 1.78  -0.07
C27 5.71 -2.56 1.61  -0.08
C28 5.92 -1.25 1.18  -0.08
C29 4.83 -0.38 0.98  -0.06
C30 2.51 1.94 0.67  -0.30
C31 2.57 3.01 1.57  -0.06
C32 2.89 4.29 1.12  -0.07
C33 3.13 4.52 -0.24  -0.07
C34 3.06 3.45 -1.14  -0.07
C35 2.80 2.16 -0.68  -0.09
H16 -0.37 -1.17 -1.57  0.02
H17 1.77 -1.30 -0.63  0.07
H18 -2.30 -3.02 -1.28  0.09
H19 -3.44 -5.16 -0.71  0.10
H20 -4.45 -5.48 1.55  0.10
H21 -4.29 -3.65 3.26  0.11
H22 -3.13 -1.53 2.68  0.09
H23 -1.23 2.23 0.15  0.10
H24 -2.67 4.27 0.20  0.10
H25 -5.14 4.05 0.14  0.10
H26 -6.20 1.79 0.05  0.10
H27 -4.77 -0.25 0.03  0.10
H28 2.30 -2.56 1.68  0.11
H29 4.23 -4.07 2.08  0.11
H30 6.56 -3.22 1.82  0.11
H31 6.93 -0.90 0.99  0.11
H32 5.00 0.64 0.65  0.10
H33 2.40 2.85 2.63  0.10
H34 2.96 5.11 1.83  0.11
H35 3.40 5.51 -0.59  0.11
H36 3.26 3.62 -2.20  0.11
H37 2.82 1.31 -1.36  0.09
C36 -0.86 -1.51 5.54  -0.03
C37 -1.11 -0.29 4.71  -0.69
O1 -1.07 0.82 5.28  -0.02
O2 -1.32 -0.49 3.43  -0.18
H38 -1.65 -1.64 6.29  0.08
H39 0.05 -1.34 6.12  0.08
H40 -0.78 -2.42 4.94  0.07

No. 7
C4H6ClF | wB97M-V/def2-TZVPD

Output
frontier orbital gap: 11.61 eV
molar mass: 108.5 g/mol
relative energy (zero: lowest compared OMol25 entry of this formula, charge and spin): 0.955 eV
HOMO energy: -10.60 eV

Last column: Löwdin charge in e.
Element x y z (Å)
C1 0.91 -0.47 0.49  -0.26
C2 1.65 0.88 0.04  -0.13
C3 0.32 1.56 -0.07  -0.17
C4 -0.25 0.08 -0.33  -0.58
H1 0.87 -0.63 1.55  0.14
H2 2.28 1.37 0.73  0.10
H3 2.00 0.76 -0.95  0.10
H4 0.27 2.31 -0.79  0.08
H5 -0.03 1.83 0.97  0.13
H6 0.11 -0.15 -1.42  0.15
F1 1.51 -1.57 -0.19  -0.05
Cl1 -2.05 -0.22 0.05  0.49